--- P ---
Entry from the OMol25 dataset: a molecular structure, C2HNO2S (wB97M-V/def2-TZVPD).

## Properties
LUMO level (spin up / spin down) ... -1.91 / -1.91 eV
HOMO-LUMO gap (spin up / spin down) ... 6.4521 / 6.4495 eV
HOMO energy (spin up / spin down) ... -8.36 / -8.36 eV

Atoms and positions in Å:
C -1.6494 0.2709 0.2115
C -0.8728 1.1788 -0.4676
N -2.4717 -0.4595 0.6349
O 0.2711 1.1863 -0.7379
O 0.9559 -1.7492 -0.1081
S 1.6584 -0.4961 -0.3822
H 2.1086 0.0688 0.8495

--- Q ---
Entry from the OMol25 dataset: 2 unconnected molecules or ions with the total composition C2HNO2S (wB97M-V/def2-TZVPD).

## Properties
LUMO level ... 0.10 eV
HOMO-LUMO gap ... 8.2178 eV
HOMO energy ... -8.11 eV

Atoms and positions in Å:
C -2.2334 -0.5787 0.3314
C 1.4906 -0.1691 0.0482
N -1.2599 -0.2286 -0.1925
O 1.4058 -1.1787 0.5958
O 1.6673 0.9648 -0.2072
S 2.1428 2.1174 -1.2383
H -3.2132 -0.9270 0.6626

Need the numbers? Relative energies in hartree: P 0.0522; Q 0.0000.

--- P ---
Entry from the OMol25 dataset: 2 unconnected molecules or ions with the total composition C2HNO2S (wB97M-V/def2-TZVPD).

## Properties
LUMO level ... 0.29 eV
Structure (SMILES) ... N=C=S.O=C=O
HOMO-LUMO gap ... 10.0577 eV
HOMO energy ... -9.77 eV

Atoms and positions in Å:
N -1.1313 -0.0225 2.7518
C -0.7019 0.7716 1.9285
S -0.6552 1.5715 0.5989
H -1.0648 -0.2190 3.6756
O 3.6669 1.3961 0.4431
C 3.0408 2.3631 0.4511
O 2.5300 3.3979 0.3355

--- Q ---
Entry from the OMol25 dataset: C2HNO2S in the gas phase (wB97M-V/def2-TZVPD).

## Properties
LUMO level (spin up / spin down) ... -1.31 / -1.06 eV
HOMO-LUMO gap (spin up / spin down) ... 6.7825 / 7.4567 eV
HOMO energy (spin up / spin down) ... -8.09 / -8.52 eV

Atoms and positions in Å:
C -1.2349 -0.5005 0.3007
C -0.2935 -0.3982 -0.8818
N -2.0426 -0.6033 1.1994
O -3.7379 -0.9240 3.0518
O 0.8317 -0.8696 -0.9084
S -3.5683 -0.4491 1.7339
H -0.7575 0.2040 -1.6942

--- R ---
Entry from the OMol25 dataset: C2HNO2S in the gas phase (wB97M-V/def2-TZVPD).

## Properties
LUMO level ... 0.09 eV
HOMO-LUMO gap ... 10.3768 eV
HOMO energy ... -10.29 eV

Atoms and positions in Å:
C -0.7015 -0.7610 0.9381
C -1.6240 -0.2075 -0.0286
N -0.2486 -0.8722 -0.2418
O -3.9660 -0.5720 0.7768
O -2.2722 1.1572 -0.2766
S -3.2975 -0.2189 -0.4674
H -0.2731 -1.3067 1.8210

Need the numbers? Relative energies in hartree: P 0.0000; Q 0.1517; R 0.1805.

--- P ---
Entry from the OMol25 dataset: a gas-phase ion, C3HO3 (charge -1) (wB97M-V/def2-TZVPD).

## Properties
LUMO level ... 4.16 eV
Structure (SMILES) ... O=C=CC(=O)[O-]
HOMO-LUMO gap ... 8.5237 eV
Charge ... -1
HOMO energy ... -4.37 eV

Atoms and positions in Å:
O 2.0950 -1.3707 -0.9559
C 1.2648 -1.1823 -0.0373
C 0.2384 -0.9945 0.6450
C -1.2104 -1.3121 -0.0197
O -1.8427 -1.8432 0.8682
O -1.3720 -1.0308 -1.1910
H -0.0973 -0.7759 1.6078

--- Q ---
Entry from the OMol25 dataset: a gas-phase ion, C3HO3 (charge -1) (wB97M-V/def2-TZVPD).

## Properties
LUMO level ... 4.29 eV
Structure (SMILES) ... O=C1O/C1=C/[O-]
HOMO-LUMO gap ... 7.6120 eV
Charge ... -1
HOMO energy ... -3.32 eV

Atoms and positions in Å:
O 0.2179 -0.2409 -3.5740
C -0.2218 -0.4712 -2.4924
O -1.3018 -0.1287 -1.8070
C -0.1837 -1.2259 -1.2827
C 0.6283 -0.3968 -0.0213
O 1.5863 -0.8771 0.5162
H 0.1224 0.3896 0.3160

Need the numbers? Relative energies in hartree: P 0.0000; Q 0.0805.

--- P ---
Entry from the OMol25 dataset: a gas-phase ion, C3HO3 (charge -1) (wB97M-V/def2-TZVPD).

## Properties
LUMO level ... 4.14 eV
Structure (SMILES) ... O=C=CC(=O)[O-]
HOMO-LUMO gap ... 8.5448 eV
Charge ... -1
HOMO energy ... -4.41 eV

Atoms and positions in Å:
O -2.0673 -1.5796 0.0273
C -0.8931 -1.7046 -0.1707
C 0.3371 -1.6125 -0.2719
C 1.2637 -0.9099 0.9139
O 0.6709 -0.6020 1.9029
O 2.4068 -0.9539 0.5548
H 1.1544 -2.0077 -0.8674

--- Q ---
Entry from the OMol25 dataset: 2 unconnected molecules or ions with the total composition C3HO3 (wB97M-V/def2-TZVPD).

## Properties
LUMO level ... 4.15 eV
HOMO-LUMO gap ... 7.8042 eV
Charge ... -1
HOMO energy ... -3.66 eV

Atoms and positions in Å:
C -2.0264 -0.0967 0.0033
C -0.9092 -0.4919 -0.1843
C 1.7226 0.4099 -0.0193
O 1.3179 1.4637 -0.2436
O 2.5743 -0.2948 0.3972
O 0.2676 -0.9165 -0.4152
H -2.9467 -0.0738 0.4618

Need the numbers? Relative energies in hartree: P 0.0000; Q 0.0183.

--- P ---
Entry from the OMol25 dataset: C5H5N3 in the gas phase (wB97M-V/def2-TZVPD).

## Properties
LUMO level ... -0.31 eV
Structure (SMILES) ... C=Cc1ncncn1
HOMO-LUMO gap ... 9.2419 eV
HOMO energy ... -9.55 eV

Atoms and positions in Å:
C 2.3296 0.4583 1.1931
C 1.5031 0.3980 -0.0015
C 0.1470 0.0806 0.0099
N -0.4922 -0.7282 0.8510
C -1.7096 -0.9809 0.4150
N -2.3301 -0.4989 -0.6198
C -1.7093 0.2250 -1.3376
N -0.3303 0.4088 -1.2217
H 3.4018 0.8425 1.2711
H 2.0192 0.3199 2.2454
H 1.6687 0.8058 -1.1414
H -2.4507 -1.8361 0.7995
H -2.0471 0.5052 -2.4629

--- Q ---
Entry from the OMol25 dataset: C5H5N3 in the gas phase (wB97M-V/def2-TZVPD).

## Properties
LUMO level ... -0.39 eV
Structure (SMILES) ... C#CC1(N)C=NN=C1
HOMO-LUMO gap ... 9.3220 eV
HOMO energy ... -9.72 eV

Atoms and positions in Å:
C -0.5349 1.6217 1.8298
C -0.1839 0.8474 0.8831
C -0.0331 -0.1488 -0.0790
N -0.9089 -1.3562 0.2181
C -0.0892 0.4047 -1.4409
N 0.9578 0.0597 -2.1475
N 1.8778 -0.6294 -1.4161
C 1.4115 -0.7052 -0.2092
H -0.7165 2.5232 2.3245
H -1.8126 -1.0923 -0.1281
H -0.9742 -1.5053 1.2741
H -0.8582 1.0568 -1.8237
H 1.8643 -1.0764 0.7149

--- R ---
Entry from the OMol25 dataset: C5H5N3 in the gas phase (wB97M-V/def2-TZVPD).

## Properties
LUMO level ... -0.03 eV
Structure (SMILES) ... [H]/N=C(/N)CC#CC#N
HOMO-LUMO gap ... 9.9003 eV
HOMO energy ... -9.93 eV

Atoms and positions in Å:
H -2.3704 0.5319 -1.6965
N -2.4917 0.5841 -0.5287
C -1.3935 0.6134 0.0902
N -1.1471 0.3514 1.4576
C 0.0010 0.7231 -0.6655
C 1.0105 -0.0364 -0.0540
C 1.8421 -0.8421 0.3012
C 3.0060 -1.8068 0.1349
N 3.8988 -2.5289 0.2506
H -0.3195 0.0762 1.7478
H -2.0527 0.0623 1.8398
H -0.0322 2.0045 -1.0102
H 0.0487 0.2674 -1.8671

--- S ---
Entry from the OMol25 dataset: C5H5N3 in the gas phase (wB97M-V/def2-TZVPD).

## Properties
LUMO level ... -0.76 eV
Structure (SMILES) ... C=C/C(C#N)=N\N=C
HOMO-LUMO gap ... 9.0263 eV
HOMO energy ... -9.78 eV

Atoms and positions in Å:
C -0.3053 1.6815 -0.2292
C 0.8559 1.0692 -0.1381
C 1.0446 -0.3818 -0.3808
C 2.4137 -0.7890 -0.2201
N 3.4719 -1.0895 0.1712
N 0.1587 -1.2779 -0.7104
N -1.2928 -1.1272 -0.6481
C -1.9858 -1.2342 0.4386
H -1.2371 1.3047 -0.5572
H -0.4392 2.9113 0.2391
H 1.7826 1.6063 0.1204
H -1.3613 -1.2411 1.5974
H -3.1060 -1.4321 0.3171

Need the numbers? Relative energies in hartree: P 0.0000; Q 0.0427; R 0.0555; S 0.0529.

--- P ---
Entry from the OMol25 dataset: C5H5N3 in the gas phase (wB97M-V/def2-TZVPD).

## Properties
LUMO level ... -0.05 eV
Structure (SMILES) ... N#CC/C(C#N)=C\N
HOMO-LUMO gap ... 8.8718 eV
HOMO energy ... -8.92 eV

Atoms and positions in Å:
N 2.5823 -1.0140 -0.7768
C 1.6006 -0.8120 0.0266
C 0.3847 -1.0328 0.7292
C -0.6722 0.0067 0.5145
C -1.8569 -0.3132 0.0413
N -2.8151 -0.7629 -0.6147
C -0.4041 1.2853 -0.0833
N 0.7795 2.0945 0.0880
H 0.7611 -1.2411 1.8013
H -0.1268 -1.9512 0.5054
H -1.2861 1.9033 -0.4169
H 1.5694 1.3234 0.2031
H 0.9428 2.9383 -0.3378

--- Q ---
Entry from the OMol25 dataset: C5H5N3 in the gas phase (wB97M-V/def2-TZVPD).

## Properties
LUMO level ... -1.42 eV
Structure (SMILES) ... C=N/N=C1\C=CN=C1
HOMO-LUMO gap ... 7.9984 eV
HOMO energy ... -9.42 eV

Atoms and positions in Å:
C -2.9809 -0.0646 0.1979
N -1.7375 0.3500 -0.1605
N -0.8870 -0.7789 -0.1950
C 0.3606 -0.3499 -0.3736
C 0.9389 1.0183 -0.1262
C 2.2627 0.8499 0.1644
N 2.5585 -0.6045 0.2357
C 1.4390 -1.2703 -0.1261
H -3.2337 -1.0703 0.6761
H -3.5968 0.7644 0.3367
H 0.1926 1.8772 -0.4725
H 3.1668 1.6036 -0.0580
H 1.5166 -2.3251 -0.0989

--- R ---
Entry from the OMol25 dataset: C5H5N3 in the gas phase (wB97M-V/def2-TZVPD).

## Properties
LUMO level ... -0.41 eV
Structure (SMILES) ... [H]/N=c1\cncccn1
HOMO-LUMO gap ... 9.0106 eV
HOMO energy ... -9.42 eV

Atoms and positions in Å:
H -2.4699 1.7861 -0.7386
N -1.3590 1.7423 -0.9717
C -0.7581 0.6658 -0.5675
C -1.2225 -0.4536 0.1583
N -0.5965 -1.1773 1.0767
C 0.6331 -0.7329 1.4569
C 1.5962 -0.1848 0.7431
C 1.4071 -0.2451 -0.7026
N 0.3864 0.3052 -1.2675
H -2.2039 -0.9274 -0.1717
H 0.6570 -0.7705 2.6143
H 2.6923 -0.0486 1.0286
H 2.3733 -0.4275 -1.1243

Need the numbers? Relative energies in hartree: P 0.0276; Q 0.0420; R 0.0000.

--- P ---
Entry from the OMol25 dataset: 2 unconnected molecules or ions with the total composition C3H6O2S (wB97M-V/def2-TZVPD).

## Properties
LUMO level ... 0.00 eV
HOMO-LUMO gap ... 8.8840 eV
HOMO energy ... -8.89 eV

Atoms and positions in Å:
C -1.0991 0.3294 -1.0964
C -0.4690 -0.7007 -0.2835
C 2.2055 0.3557 1.3300
O -0.9038 1.6320 -0.5978
O 1.2818 1.1484 1.4143
S -1.1129 -2.1814 0.1740
H -0.2884 0.1346 -1.8324
H -2.0841 0.1988 -1.5812
H 2.1108 -0.6598 1.0944
H 3.1955 0.7335 1.5513
H -0.4834 1.4608 0.2197
H -2.3529 -2.4511 -0.3924

--- Q ---
Entry from the OMol25 dataset: C3H6O2S in the gas phase (wB97M-V/def2-TZVPD).

## Properties
LUMO level ... 0.51 eV
Structure (SMILES) ... OC[C@]1(S)CO1
HOMO-LUMO gap ... 10.2530 eV
HOMO energy ... -9.74 eV

Atoms and positions in Å:
O 1.3618 -0.6384 -1.0522
C 1.0397 -0.0721 0.2719
C -0.4323 0.2141 0.3098
S -1.2038 1.4174 1.2966
C -1.3865 -0.7685 -0.2396
O -1.1631 0.1318 -1.2931
H 0.7347 -0.1872 -1.7634
H 1.2867 -0.8746 0.9389
H 1.6152 0.9209 0.5152
H -0.3662 2.5889 1.2906
H -1.1241 -1.8172 -0.3505
H -2.3753 -0.6400 0.0693

Need the numbers? Relative energies in hartree: P 0.0590; Q 0.0000.